{"formula": "C13H52N14O13", "method": "ωB97M-V/def2-TZVPD", "symbols": ["C", "O", "N", "N", "H", "H", "H", "H", "C", "O", "N", "N", "H", "H", "H", "H", "C", "O", "N", "N", "H", "H", "H", "H", "C", "O", "N", "N", "H", "H", "H", "H", "C", "O", "N", "N", "H", "H", "H", "H", "C", "O", "N", "N", "H", "H", "H", "H", "C", "O", "N", "N", "H", "H", "H", "H", "C", "O", "H", "H", "H", "H", "C", "O", "H", "H", "H", "H", "C", "O", "H", "H", "H", "H", "C", "O", "H", "H", "H", "H", "C", "O", "H", "H", "H", "H", "C", "O", "H", "H", "H", "H"], "positions_angstrom": [[10.318000, -17.761000, -6.975000], [9.422000, -18.137000, -5.981000], [10.429000, -16.450000, -7.269000], [11.211000, -18.486000, -7.561000], [9.778000, -15.793000, -6.716000], [11.264000, -16.110000, -7.753000], [10.941000, -19.488000, -7.529000], [11.626000, -18.117000, -8.396000], [13.789000, -19.413000, -5.646000], [12.690000, -19.924000, -4.990000], [15.010000, -19.755000, -5.277000], [13.638000, -18.652000, -6.619000], [15.039000, -20.301000, -4.385000], [15.939000, -19.624000, -5.799000], [12.606000, -18.484000, -6.783000], [14.257000, -18.975000, -7.320000], [16.372000, -19.962000, -9.167000], [15.221000, -19.725000, -8.453000], [16.310000, -20.167000, -10.461000], [17.632000, -19.823000, -8.736000], [15.255000, -20.070000, -10.845000], [17.228000, -20.082000, -11.004000], [17.653000, -19.117000, -8.012000], [18.437000, -19.772000, -9.319000], [13.146000, -19.671000, -10.604000], [12.688000, -18.548000, -10.066000], [12.848000, -20.849000, -10.244000], [13.939000, -19.706000, -11.591000], [12.250000, -20.897000, -9.346000], [13.441000, -21.642000, -10.523000], [14.363000, -18.786000, -11.825000], [13.807000, -20.359000, -12.344000], [7.813000, -21.957000, -10.698000], [9.162000, -22.187000, -10.524000], [6.978000, -22.984000, -10.720000], [7.233000, -20.815000, -10.668000], [7.493000, -23.900000, -10.676000], [5.933000, -22.999000, -10.677000], [7.770000, -19.893000, -10.823000], [6.181000, -20.790000, -10.856000], [15.230000, -24.097000, -6.583000], [15.679000, -25.024000, -7.477000], [15.715000, -22.894000, -6.620000], [14.383000, -24.372000, -5.598000], [15.316000, -22.168000, -6.030000], [16.395000, -22.605000, -7.348000], [13.952000, -25.356000, -5.565000], [13.879000, -23.600000, -5.217000], [11.142000, -25.272000, -8.341000], [10.303000, -24.174000, -8.396000], [11.409000, -26.072000, -9.295000], [11.631000, -25.640000, -7.197000], [11.183000, -25.821000, -10.241000], [12.001000, -26.920000, -9.201000], [11.614000, -24.877000, -6.466000], [12.003000, -26.540000, -7.002000], [9.749000, -18.920000, -10.562000], [8.569000, -18.473000, -11.036000], [10.121000, -19.641000, -11.273000], [9.626000, -19.575000, -9.713000], [10.371000, -18.095000, -10.365000], [8.635000, -17.526000, -11.215000], [7.997000, -21.282000, -7.590000], [6.641000, -21.145000, -8.104000], [8.517000, -20.404000, -7.943000], [8.585000, -22.167000, -7.884000], [7.904000, -21.219000, -6.468000], [6.759000, -21.008000, -9.083000], [9.642000, -20.448000, -4.004000], [10.731000, -21.363000, -3.988000], [10.083000, -19.476000, -3.906000], [8.903000, -20.479000, -3.206000], [9.037000, -20.498000, -4.852000], [11.509000, -20.862000, -4.364000], [11.671000, -24.499000, -3.595000], [11.740000, -24.168000, -4.952000], [10.712000, -25.023000, -3.474000], [11.665000, -23.601000, -3.078000], [12.533000, -24.994000, -3.143000], [11.531000, -23.207000, -5.030000], [12.078000, -21.848000, -7.595000], [10.956000, -21.406000, -8.343000], [13.026000, -21.349000, -7.778000], [12.286000, -22.885000, -7.828000], [11.826000, -21.795000, -6.565000], [10.473000, -22.189000, -8.561000], [13.769000, -23.658000, -10.030000], [14.237000, -23.046000, -11.161000], [14.016000, -24.674000, -10.136000], [12.674000, -23.615000, -9.838000], [14.244000, -23.326000, -9.107000], [15.161000, -22.909000, -10.998000]], "forces_ev_per_a": [[-5.8904, 1.2865, 6.9377], [4.4232, 1.4647, -5.5691], [-1.6021, 2.4362, 0.8696], [-0.3354, -3.6126, -0.7214], [1.8602, -1.5730, -1.3857], [-0.7630, 0.0407, 0.4331], [0.6374, 0.5853, -0.4452], [0.2902, -0.5089, -0.8357], [-5.2329, -4.4269, 5.9942], [4.8716, 2.0744, -1.7818], [3.7860, -2.1946, 1.9684], [-2.0038, 3.3143, -2.6504], [0.1106, 0.7458, -1.4333], [-2.6032, 0.0933, 0.9892], [1.5521, -0.3017, -0.3878], [0.7388, 0.8008, -1.8320], [-4.6795, 1.9973, 1.3174], [6.0867, -1.7468, -2.8876], [-0.7460, -0.6127, -2.2487], [0.2914, 0.8670, 3.4096], [2.6316, -0.4657, -0.1057], [-2.4168, -0.2653, 0.8357], [0.3775, -0.3418, 0.3451], [0.0369, -0.1751, -0.7059], [-5.2131, 5.3145, 5.3191], [1.9412, -3.4501, -1.7783], [-2.5918, -2.9889, 4.1818], [5.4538, 3.2016, -6.0694], [0.6256, -0.3066, -2.5666], [-0.6377, 0.6893, -0.0313], [-0.9227, -0.9270, -0.3263], [-0.0545, -0.1037, -0.0306], [7.1190, -3.6361, 1.3513], [-6.2000, 1.4749, -1.3934], [-0.4847, -4.0326, -0.3549], [-2.2588, 5.6310, -1.5330], [-1.1413, 1.4344, 0.0978], [1.8154, 0.3645, -0.0112], [-1.3743, -1.6720, 0.2467], [2.3015, 0.1451, 0.1372], [2.4022, -6.3465, -4.4797], [-2.1521, 3.7118, 3.8221], [1.3961, 3.6431, -0.6374], [-0.9551, -2.7428, 0.3195], [0.3017, -0.0719, -0.3445], [-1.0681, -0.6160, 0.9036], [0.9346, 2.6629, -0.2363], [-0.5667, -0.1074, 0.4098], [-4.9922, 5.9266, 1.8965], [4.0907, -4.4982, -0.5026], [1.0355, -3.2660, -4.8485], [0.4438, 2.0205, 3.3961], [-0.3228, 0.0280, 0.0104], [-0.6560, 1.3685, 0.1245], [-0.1571, -1.7695, -0.4219], [0.4015, -0.3351, -0.0414], [1.7876, -2.0166, 0.4250], [-3.1798, 1.9933, -1.1291], [1.0169, 0.0575, -0.5261], [-0.1743, 0.2059, 0.8227], [1.2833, 0.4852, 0.3017], [-0.3925, -0.4830, 0.0360], [-1.0338, 0.6346, 1.0204], [0.6880, -0.7359, -0.5243], [0.5781, 0.2680, 0.2050], [-0.8339, 0.0043, -0.0046], [0.2325, -0.1542, -1.2441], [-0.1733, 0.0227, 1.9429], [0.7529, 0.6903, 1.1748], [0.3635, -0.5058, -0.1928], [-0.1048, 0.7847, -0.3579], [0.4287, -0.9375, 0.8005], [-0.4628, -0.0788, -1.8307], [-0.8190, -0.3704, 0.5144], [-1.0033, -0.8360, 0.1861], [0.6143, 1.4133, -0.8219], [0.5222, -0.1607, 0.6254], [-0.6001, 1.7647, 1.3448], [0.0924, -0.7098, -0.7813], [-0.2277, -0.7112, 0.2080], [-0.1134, -1.2523, 0.3875], [1.5238, 1.5998, 0.4982], [-0.1622, 0.7419, -0.1201], [-0.0766, -0.3131, 0.0021], [0.0768, 0.2629, 1.1147], [-0.9364, -1.2889, -0.7243], [-1.2605, -1.4235, 2.3793], [-0.0303, 1.6212, -1.7548], [0.1319, -1.6890, 0.3604], [0.5582, 0.4853, -0.8216], [0.1534, 0.2530, -0.0122], [0.8451, 0.1507, -0.2227]], "lowdin_charge": [-0.57, -0.11, 0.13, 0.14, 0.15, 0.11, 0.13, 0.08, -0.65, -0.12, 0.14, 0.19, 0.13, 0.14, 0.08, 0.03, -0.57, -0.11, 0.13, 0.15, 0.08, 0.15, 0.11, 0.10, -0.71, -0.07, 0.22, 0.13, 0.11, 0.07, 0.17, 0.15, -0.64, -0.11, 0.15, 0.13, 0.14, 0.14, 0.11, 0.17, -0.65, -0.14, 0.17, 0.16, 0.09, 0.13, 0.15, 0.08, -0.64, -0.11, 0.17, 0.17, 0.12, 0.15, 0.09, 0.11, -0.19, -0.11, 0.09, 0.06, 0.06, 0.12, -0.12, -0.17, 0.05, 0.06, 0.09, -0.01, -0.15, -0.16, 0.06, 0.08, 0.02, 0.01, -0.13, -0.19, 0.10, 0.05, 0.08, 0.08, -0.14, -0.15, 0.07, 0.06, 0.06, 0.01, -0.18, -0.10, 0.07, 0.09, 0.07, 0.08], "e_above_lowest_kj_mol": 1216.4, "lumo_ev": -0.18, "total_energy_ev": -61799.5243, "fmax_ev_per_a": 9.19}